# C18H54N18O36

A 18-piece molecular cluster, C18H54N18O36 overall at a distorted geometry (ωB97M-V/def2-TZVPD, the OMol25 dataset).

For the calculated total energy, the calculation gives -4410.7562 hartree. The charge is 0. For the HOMO-LUMO gap, the calculation gives 10.21 eV. For the LUMO energy, the calculation gives -0.50 eV. Its multiplicity is 1. For the highest occupied orbital energy, the calculation gives -0.3935 Ha. The energy above the lowest of the compared OMol25 structures with the same formula, charge and spin comes out at 63.08 kJ/mol.

Structure (XYZ):
```
126
C18H54N18O36, DFT ωB97M-V/def2-TZVPD
C 9.1193 10.4777 18.8610
N 10.1865 11.2736 19.5168
O 9.9993 12.4477 19.8469
O 11.2527 10.6631 19.8286
H 8.4740 11.2234 18.4157
H 8.6151 10.0078 19.7486
H 9.6064 9.7482 18.2518
C 8.7958 14.7263 16.2559
N 9.2328 13.3355 15.9615
O 8.3740 12.4633 16.0216
O 10.4476 13.1796 15.8704
H 9.5849 15.1921 16.8743
H 7.8604 14.7942 16.7322
H 8.7966 15.1504 15.2285
C 17.4659 13.5559 21.1856
N 16.7904 12.5327 21.9383
O 17.3582 11.4627 22.1467
O 15.6236 12.7945 22.1777
H 16.8416 13.6558 20.3608
H 18.4944 13.2628 21.0353
H 17.3205 14.5447 21.7112
C 9.7268 9.0084 22.3812
N 10.1651 8.0189 21.4256
O 9.3158 7.6853 20.5147
O 11.2881 7.6163 21.5253
H 10.2025 9.9602 22.0693
H 10.1256 8.7188 23.3625
H 8.6896 9.2180 22.3474
C 12.8377 13.4506 21.5558
N 13.6101 14.4445 20.7034
O 14.5379 14.0438 19.9869
O 13.2885 15.6102 20.9127
H 12.6459 13.7703 22.5493
H 13.3323 12.5187 21.5116
H 11.8164 13.3668 21.0881
C 10.1343 11.1361 12.8173
N 10.3967 12.5910 12.6344
O 11.4035 12.9968 12.1857
O 9.4854 13.3057 13.1331
H 10.8018 10.5909 12.2311
H 9.1062 11.0115 12.4459
H 10.1731 10.9857 13.8979
C 7.3032 9.9929 14.5648
N 7.5292 8.8910 13.6025
O 7.5579 7.7853 14.0822
O 7.6560 9.1651 12.4249
H 6.7898 10.7839 13.9809
H 8.2356 10.4061 14.8557
H 6.8439 9.6087 15.4132
C 17.1658 8.3643 19.7638
N 15.6349 7.9989 19.7946
O 14.9414 8.9132 20.1765
O 15.1958 6.9153 19.4178
H 17.4960 8.1249 18.7545
H 17.5837 7.8505 20.6321
H 17.1111 9.3668 20.0209
C 14.2988 16.2085 16.9996
N 13.0143 15.6531 16.4833
O 12.7972 15.6078 15.2770
O 12.1839 15.4353 17.3470
H 14.9607 15.3568 17.1942
H 14.0244 16.7329 17.9043
H 14.6220 16.9494 16.2341
C 13.8293 9.7007 23.0399
N 12.7293 9.9622 23.9518
O 12.1790 11.0638 23.7903
O 12.3816 9.1318 24.7808
H 14.6041 10.4423 23.1487
H 13.4092 9.7624 22.0194
H 14.3042 8.7199 23.2925
C 15.4592 13.5412 12.6600
N 15.8969 13.2619 14.0438
O 16.5539 12.2797 14.2676
O 15.5828 14.0649 14.9161
H 16.2479 13.1865 12.0181
H 15.2616 14.6094 12.7004
H 14.5315 12.9356 12.6111
C 8.2711 6.0824 17.3375
N 8.4141 7.4898 16.9286
O 7.4126 8.1934 17.0881
O 9.4107 7.9325 16.4596
H 8.2975 5.4156 16.4791
H 7.3366 6.0364 17.8649
H 9.0340 5.8350 18.0261
C 16.0426 7.9291 14.8306
N 15.8945 9.0541 15.8177
O 14.8130 9.6549 15.9154
O 16.8791 9.3384 16.4726
H 16.4053 7.0619 15.3259
H 16.7454 8.3026 14.0995
H 15.0908 7.7481 14.3879
C 15.0474 9.9420 8.7162
N 15.5979 10.8539 9.7982
O 15.6650 12.0006 9.4641
O 15.9532 10.3411 10.8175
H 14.4373 10.5698 8.0632
H 14.4055 9.1110 9.0305
H 15.8630 9.5443 8.1298
C 11.6957 7.6879 14.1687
N 12.0466 7.8725 12.7440
O 11.2285 7.7490 11.8753
O 13.2004 8.1354 12.5364
H 12.5599 7.3309 14.7050
H 10.8535 6.9663 14.1548
H 11.3994 8.6291 14.6580
C 13.0091 11.6674 17.0929
N 12.1436 11.0191 16.0716
O 11.1948 10.3517 16.4388
O 12.4944 11.1249 14.9156
H 12.7702 11.2333 18.0930
H 12.8485 12.7088 17.1168
H 13.9976 11.3623 16.7853
C 12.2619 7.4881 18.2560
N 12.9984 6.5303 17.3086
O 12.3958 5.5046 17.0337
O 14.0321 6.9128 16.8043
H 11.9259 6.8470 19.0594
H 11.4340 7.7524 17.6655
H 12.9454 8.2733 18.6372
C 19.8332 11.4478 16.3065
N 19.8383 11.1355 17.7409
O 19.2831 11.9605 18.4581
O 20.2080 10.0322 18.0770
H 19.0719 10.8506 15.8484
H 20.8745 11.1809 16.0106
H 19.6105 12.5178 16.1666
```



# C18H54NO21

A 10-piece molecular cluster, C18H54NO21 overall at a distorted geometry (ωB97M-V/def2-TZVPD, the OMol25 dataset).

For the calculated total energy, the calculation gives -2352.8158 hartree. The charge is -1. For the HOMO-LUMO gap, the calculation gives 9.51 eV. For the LUMO energy, the calculation gives 2.38 eV. Its multiplicity is 1. For the highest occupied orbital energy, the calculation gives -0.2621 Ha. The energy above the lowest of the compared OMol25 structures with the same formula, charge and spin comes out at 171.98 kJ/mol.

Structure (XYZ):
```
94
C18H54NO21, DFT ωB97M-V/def2-TZVPD
N -5.3055 18.0824 -1.5105
O -6.1254 17.2738 -1.8542
O -5.1970 19.1111 -2.2335
O -4.6311 17.9331 -0.5222
C -0.9292 18.6037 -4.9738
C -1.8626 18.3893 -3.7615
O -2.6353 19.5625 -3.4611
O -1.6607 18.5375 -6.1638
H -0.2256 17.7752 -4.8919
H -0.3765 19.5425 -4.9406
H -1.2018 18.0924 -2.9471
H -2.3522 17.4257 -3.9024
H -3.4564 19.2943 -3.0421
H -1.9757 19.4278 -6.3366
C -5.9770 22.5936 -1.5927
C -7.3285 22.3158 -0.9091
O -7.8479 21.0060 -1.2239
O -4.8968 21.8148 -1.1033
H -5.7608 23.6619 -1.5803
H -6.1043 22.3043 -2.6359
H -8.0822 23.0051 -1.2898
H -7.1902 22.3825 0.1700
H -7.6540 20.3371 -0.5632
H -5.1756 20.9130 -1.2784
C -10.1332 16.0703 -0.2940
C -9.8350 17.4463 -0.8507
O -8.5066 17.8264 -0.4076
O -9.4532 14.9937 -0.9583
H -11.1964 15.8335 -0.3350
H -9.8410 16.0739 0.7561
H -10.5210 18.1642 -0.4012
H -10.0153 17.4872 -1.9250
H -7.8873 17.4910 -1.0600
H -9.7886 14.8890 -1.8517
C -7.0692 14.1633 1.8898
C -6.6211 15.5191 1.2195
O -5.2488 15.8744 1.2119
O -6.8863 14.3398 3.2974
H -6.5539 13.2926 1.4843
H -8.1245 14.0442 1.6444
H -7.2962 16.2537 1.6585
H -6.9992 15.3907 0.2053
H -5.2186 16.7328 0.7830
H -7.3796 13.6887 3.8018
C -6.1614 15.2909 -5.6977
C -5.6291 15.2029 -4.2768
O -4.8442 14.0245 -4.1235
O -7.0428 16.3952 -5.9495
H -6.6493 14.3605 -5.9884
H -5.3162 15.5231 -6.3457
H -6.4429 15.2369 -3.5525
H -5.0007 16.0828 -4.1387
H -4.8201 13.6035 -4.9859
H -6.5110 17.1554 -5.7025
C -9.9461 19.2505 -4.0059
C -8.4687 19.5422 -4.2653
O -8.1237 20.8991 -3.9573
O -10.6478 20.0883 -4.9243
H -10.1952 19.5397 -2.9849
H -10.2727 18.2144 -4.0947
H -8.3512 19.4062 -5.3404
H -7.9047 18.8403 -3.6510
H -8.0292 21.0305 -3.0111
H -10.4325 19.7735 -5.8053
C -2.5277 15.3721 -1.8487
C -3.1379 14.5161 -0.7305
O -2.7056 14.9390 0.5348
O -1.1053 15.1524 -1.9333
H -2.8505 16.3910 -1.6345
H -2.9025 14.9405 -2.7768
H -2.9026 13.4536 -0.7919
H -4.2232 14.5156 -0.8315
H -3.4901 14.9671 1.0875
H -0.6311 14.8872 -1.1419
C -4.4334 20.8009 3.3915
C -4.6444 19.5820 2.4016
O -3.4606 19.1700 1.7944
O -3.5964 20.3984 4.4435
H -5.3491 21.2119 3.8166
H -4.0101 21.6640 2.8776
H -5.2072 19.8388 1.5041
H -5.0947 18.7587 2.9563
H -3.7380 18.7693 0.9673
H -3.6987 21.1031 5.0873
C -5.1429 19.1688 -7.4863
C -4.9907 19.5455 -5.9234
O -5.5102 18.4039 -5.2078
O -6.4778 19.0906 -7.9083
H -4.7094 18.1727 -7.5760
H -4.6199 19.8982 -8.1047
H -5.6528 20.3524 -5.6093
H -3.9390 19.6781 -5.6697
H -5.5722 18.7367 -4.3095
H -6.7457 20.0060 -8.0177
```



# C18H54O13PRb3

C18H54O13PRb3 as an isolated structure at a distorted geometry (ωB97M-V/def2-TZVPD, the OMol25 dataset).

For the calculated total energy, the calculation gives -2109.8483 hartree. The charge is +1. For the HOMO-LUMO gap (spin up / spin down), the calculation gives 9.81 / 3.91 eV. For the LUMO energy (spin up / spin down), the calculation gives -2.36 / -8.17 eV. Its multiplicity is 2. For the highest occupied orbital energy (spin up / spin down), the calculation gives -0.4473 / -0.4439 Ha.

Structure (XYZ):
```
89
C18H54O13PRb3, DFT ωB97M-V/def2-TZVPD
Rb -2.2847 -2.4613 0.2477
Rb 1.0922 -0.8190 -3.1366
Rb 1.7204 -0.8899 2.7148
P 0.0470 -0.2765 -0.1057
O 0.3376 -1.7923 0.1486
O -1.1440 -0.1508 -1.0646
O 1.2239 0.4726 -0.7476
O -0.3513 0.3099 1.2589
C -2.9527 2.5987 -0.2042
C -3.6690 1.3967 0.3229
O -3.6648 0.2686 -0.5136
H -3.3592 3.4580 0.3291
H -3.2899 2.7036 -1.2354
H -1.8682 2.4929 -0.2306
H -4.6870 1.6792 0.5910
H -3.2585 1.1814 1.3094
H -2.7198 0.1286 -0.6079
C -0.4854 4.2742 3.7180
C -0.8999 3.1759 2.8000
O -0.0618 2.0132 3.0418
H 0.4574 4.7943 3.5482
H -0.5034 3.8587 4.7256
H -1.1913 5.1047 3.7124
H -0.9186 3.5932 1.7933
H -1.9121 2.8227 2.9971
H -0.1533 1.3735 2.3318
C -1.4808 3.3571 -4.1994
C -0.6525 2.4079 -3.2870
O -1.0391 1.0500 -3.4363
H -1.2973 4.3931 -3.9147
H -2.5403 3.1180 -4.2911
H -1.0329 3.1812 -5.1775
H -0.7338 2.6249 -2.2219
H 0.4249 2.4958 -3.4271
H -1.1674 0.7186 -2.5446
C 0.7971 4.9099 -0.6588
C 1.4858 3.6091 -0.2280
O 1.9659 2.9336 -1.3187
H 0.7968 5.6005 0.1845
H -0.2044 4.6888 -1.0280
H 1.2408 5.4136 -1.5176
H 0.7516 3.0246 0.3265
H 2.2964 3.8970 0.4414
H 1.8348 1.9836 -1.2739
C -3.8793 -2.5787 -2.8335
C -2.6483 -1.9521 -3.4178
O -1.5605 -2.1272 -2.6926
H -4.2669 -2.0560 -1.9591
H -3.7828 -3.6601 -2.7371
H -4.7081 -2.5852 -3.5414
H -2.8107 -0.9456 -3.8035
H -2.5038 -2.4324 -4.3855
H -1.5404 -1.4367 -2.0260
C 4.3235 -3.8850 -0.8447
C 3.2683 -2.7760 -0.6810
O 2.0237 -3.1542 -1.1476
H 5.1790 -3.6098 -0.2278
H 4.6466 -4.0394 -1.8742
H 3.9297 -4.8649 -0.5749
H 3.5997 -1.9375 -1.2934
H 3.2300 -2.4801 0.3674
H 1.3555 -2.6634 -0.6637
C 5.8445 0.0610 -0.1837
C 4.6165 0.9710 -0.0874
O 3.5649 0.2268 0.5090
H 5.9734 -0.4883 0.7489
H 6.7706 0.5236 -0.5250
H 5.6084 -0.7458 -0.8775
H 4.2249 1.3756 -1.0207
H 4.8426 1.8773 0.4744
H 2.7644 0.3404 -0.0085
C -3.1531 -0.9984 4.9456
C -1.9352 -0.5102 4.1232
O -1.8626 -1.0313 2.8227
H -3.2424 -2.0726 5.1076
H -4.0584 -0.7752 4.3810
H -3.1591 -0.4602 5.8934
H -1.0335 -0.7215 4.6980
H -2.0731 0.5693 4.0618
H -1.3512 -0.4602 2.2450
C 1.4800 -6.0213 0.6521
C 0.0368 -5.4854 0.8343
O 0.1772 -4.2748 1.5450
H 1.4650 -6.9779 0.1299
H 2.1253 -6.0066 1.5305
H 1.9716 -5.3321 -0.0345
H -0.5166 -6.1845 1.4612
H -0.3436 -5.3223 -0.1741
H 0.4582 -3.6098 0.9123
```



# C18H54O18

A 9-piece molecular cluster, C18H54O18 overall at a distorted geometry (ωB97M-V/def2-TZVPD, the OMol25 dataset).

For the calculated total energy, the calculation gives -2072.3066 hartree. The charge is 0. For the HOMO-LUMO gap, the calculation gives 9.71 eV. For the LUMO energy, the calculation gives 0.25 eV. Its multiplicity is 1. For the highest occupied orbital energy, the calculation gives -0.3477 Ha. The energy above the lowest of the compared OMol25 structures with the same formula, charge and spin comes out at 252.34 kJ/mol. Its structure (SMILES) is OCCO.OCCO.OCCO.OCCO.OCCO.OCCO.OCCO.OCCO.OCCO.

Structure (XYZ):
```
90
C18H54O18, DFT ωB97M-V/def2-TZVPD
O 2.2466 0.9104 -7.3257
C 1.5387 2.0352 -6.8093
C 0.5779 1.7436 -5.6849
O 1.1738 1.1830 -4.5200
H 3.0224 0.7141 -6.7980
H 2.3295 2.7353 -6.5134
H 1.0176 2.5330 -7.6286
H -0.2499 1.0764 -5.9461
H 0.1222 2.7172 -5.4809
H 1.3701 0.2659 -4.7435
O 3.1452 -0.0984 -0.8102
C 3.5688 0.0131 -2.1810
C 4.0295 1.4041 -2.5216
O 2.9446 2.3073 -2.4105
H 2.4009 0.5253 -0.6933
H 4.4025 -0.6951 -2.1820
H 2.7967 -0.4116 -2.8297
H 4.4218 1.4407 -3.5482
H 4.8106 1.7384 -1.8397
H 2.1674 2.0014 -2.8989
O 3.3792 4.8611 -1.6201
C 2.1924 5.3227 -0.9925
C 0.9221 4.8235 -1.7101
O 0.4414 3.6486 -1.0201
H 3.1870 3.9095 -1.8038
H 2.2210 4.9675 0.0436
H 2.2300 6.4130 -0.9674
H 1.2097 4.5547 -2.7220
H 0.1649 5.6057 -1.6672
H 0.0792 3.9820 -0.1906
O -2.5095 -1.2306 3.3584
C -2.7207 -0.9551 4.7419
C -4.1195 -0.4617 5.1065
O -4.9614 -1.5458 5.4448
H -2.5979 -0.3871 2.8881
H -2.4844 -1.8753 5.2738
H -1.9900 -0.1837 5.0095
H -4.4694 0.1524 4.2648
H -4.0730 0.2593 5.9322
H -5.8619 -1.2142 5.5107
O -2.2813 0.6199 -0.8598
C -3.2964 1.2518 -0.0871
C -2.6949 2.1154 1.0245
O -2.5946 1.3254 2.1933
H -1.7435 0.1240 -0.2105
H -4.0169 1.7650 -0.7245
H -3.9444 0.4994 0.3882
H -3.3425 2.9858 1.1882
H -1.7458 2.4994 0.6438
H -2.0018 1.7711 2.8114
O 1.2072 1.1555 -0.2839
C 0.4518 0.2610 -1.1003
C 0.0346 -0.9723 -0.3313
O -1.0158 -0.7534 0.5904
H 1.0014 2.0530 -0.6437
H -0.3908 0.7971 -1.5501
H 1.0361 -0.0889 -1.9568
H 0.9336 -1.2918 0.2084
H -0.2542 -1.7610 -1.0300
H -1.3170 -1.6128 0.9388
O -1.4973 -6.5239 0.2089
C -1.1936 -5.1473 0.3266
C -2.2614 -4.4352 1.1482
O -1.7301 -3.2666 1.7548
H -2.0923 -6.6964 -0.5248
H -0.2567 -5.1051 0.8940
H -0.9814 -4.7030 -0.6508
H -2.7020 -5.0817 1.9107
H -3.0680 -4.1184 0.4673
H -2.4122 -2.7339 2.1856
O 2.7186 -2.4614 0.7330
C 1.7193 -3.4432 0.9313
C 1.4739 -4.2678 -0.3214
O 0.9616 -3.5183 -1.4337
H 2.5122 -1.9123 -0.0371
H 2.0525 -4.0926 1.7360
H 0.7739 -2.9561 1.1945
H 0.8645 -5.1351 -0.0266
H 2.3671 -4.7609 -0.7304
H 0.5544 -4.1629 -2.0181
O 0.2006 1.5178 2.3921
C 0.2157 0.3972 3.2708
C 0.0163 0.9409 4.6748
O -0.4062 -0.0697 5.5742
H 0.1990 1.1707 1.4849
H -0.5807 -0.3000 3.0018
H 1.1853 -0.1055 3.2246
H -0.7457 1.7274 4.6111
H 0.9491 1.3961 5.0240
H -0.9374 0.3178 6.2700
```



# C18H54O9

A 9-piece molecular cluster, C18H54O9 overall at a distorted geometry (ωB97M-V/def2-TZVPD, the OMol25 dataset).

For the calculated total energy, the calculation gives -1394.8073 hartree. The charge is +1. For the HOMO-LUMO gap (spin up / spin down), the calculation gives 9.45 / 2.64 eV. For the LUMO energy (spin up / spin down), the calculation gives -2.62 / -9.43 eV. Its multiplicity is 2. For the highest occupied orbital energy (spin up / spin down), the calculation gives -0.4436 / -0.4436 Ha. The energy above the lowest of the compared OMol25 structures with the same formula, charge and spin comes out at 353.05 kJ/mol.

Structure (XYZ):
```
81
C18H54O9, DFT ωB97M-V/def2-TZVPD
C 5.0180 1.3804 1.6434
C 3.8324 0.5004 1.1584
O 4.3400 -0.8307 1.2816
H 5.3477 1.0185 2.6172
H 4.5732 2.3529 1.8546
H 5.8057 1.2881 0.8957
H 3.4115 0.7398 0.1818
H 3.0383 0.6246 1.8946
H 4.5142 -0.9968 2.2110
C -0.8819 -0.4188 -0.4586
C 0.5102 -0.1106 -0.0397
O 1.3524 -1.2676 0.0800
H -1.5702 0.3417 -0.8276
H -1.4092 -1.0291 0.2746
H -0.8770 -1.0818 -1.3238
H 0.5387 0.5801 0.8031
H 1.0217 0.4667 -0.8100
H 2.1637 -0.9536 0.4860
C -0.6495 3.3202 -0.4842
C -0.3486 4.1990 0.6947
O -1.6352 4.7259 1.1371
H 0.2428 2.9585 -0.9949
H -1.3660 3.5977 -1.2574
H -1.1138 2.4691 0.0139
H 0.1426 5.1110 0.3554
H 0.2524 3.6792 1.4409
H -1.4062 5.4972 1.6609
C 0.6635 4.3351 4.2819
C 1.3152 2.9386 3.9866
O 2.7503 2.9645 3.9973
H 0.9520 4.7683 5.2396
H -0.3996 4.4095 4.0533
H 1.0675 5.1522 3.6842
H 0.9210 2.4987 3.0706
H 0.8545 2.3280 4.7631
H 3.0530 3.6467 4.6010
C -0.7217 -0.3569 3.1114
C -0.7686 -0.2912 4.6832
O -2.0154 -0.7015 5.2199
H 0.3440 -0.2770 2.8972
H -1.1829 0.4761 2.5808
H -0.9343 -1.2421 2.5120
H -0.5248 0.7345 4.9600
H 0.0456 -0.8801 5.1056
H -2.1283 -1.6465 5.0943
C -1.6091 -3.3953 -5.9835
C -2.4572 -2.9182 -4.8747
O -1.5479 -2.1537 -4.0322
H -0.7250 -3.9462 -5.6625
H -1.2555 -2.5287 -6.5420
H -2.2226 -4.0677 -6.5832
H -3.0116 -3.7027 -4.3596
H -3.2070 -2.2065 -5.2200
H -0.8335 -2.7073 -3.7087
C 1.7688 0.8166 -4.0471
C 1.9548 -0.7028 -4.2004
O 1.6654 -0.9428 -5.5261
H 1.8074 1.1289 -3.0035
H 0.7693 1.0956 -4.3807
H 2.3966 1.3921 -4.7274
H 1.1487 -1.1083 -3.5890
H 2.8814 -1.1141 -3.8000
H 1.3193 -1.8382 -5.5194
C -4.7239 0.1639 -1.6900
C -5.0252 -1.2288 -2.3051
O -6.4139 -1.5076 -2.4057
H -5.2169 0.9915 -2.1999
H -3.6668 0.3403 -1.8888
H -4.9969 0.1330 -0.6352
H -4.4057 -2.0330 -1.9082
H -4.7141 -1.0876 -3.3402
H -6.6449 -1.3196 -3.3183
C 1.1120 -3.3526 2.7684
C 0.9483 -4.0869 1.4655
O -0.0522 -3.5452 0.6176
H 2.0338 -3.7733 3.1702
H 0.3678 -3.5697 3.5346
H 1.3336 -2.2854 2.7537
H 0.8683 -5.1536 1.6749
H 1.9303 -4.0197 0.9974
H 0.2855 -2.7850 0.1383
```